Formula: C2H5BrFPS2
Source: OMol25
Level of theory: ωB97M-V with the def2-TZVPD basis set

Computed properties:
- M: 223.07 g mol⁻¹
- Kohn-Sham gap (spin up / spin down): 7.3 / 7.3 eV
- Energy above the lowest of the compared OMol25 structures with the same formula, charge and spin: 149.9 kJ/mol
- Lowest unoccupied orbital energy (spin up / spin down): -0.0492 / -0.0492 Ha
- Highest occupied orbital energy (spin up / spin down): -8.65 / -8.65 eV

Each line ends with the natural charge from an NBO analysis.
Cartesian coordinates (Å):
1 C 1.472 -1.104 0.385  0.015
2 C 0.818 -0.403 -0.775  -0.526
3 F 0.844 -0.553 1.503  -0.373
4 P -1.644 0.188 0.460  0.603
5 S -1.592 2.931 -0.189  -0.464
6 S -0.980 -0.998 -1.072  -0.066
7 Br -3.727 -0.193 -0.131  -0.191
8 H 1.254 -2.275 0.315  0.188
9 H 2.569 -0.816 0.595  0.199
10 H 0.704 0.735 -0.523  0.255
11 H 1.279 -0.499 -1.662  0.226
12 H -0.997 2.987 1.093  0.135


Formula: C2H5BrN2O
Source: OMol25
Level of theory: ωB97M-V with the def2-TZVPD basis set

Computed properties:
- M: 152.98 g mol⁻¹
- Kohn-Sham gap: 9.4 eV
- Energy above the lowest of the compared OMol25 structures with the same formula, charge and spin: 131.9 kJ/mol
- Lowest unoccupied orbital energy: 0.0218 Ha
- SMILES: CO/C(N)=N/Br
- Highest occupied orbital energy: -8.78 eV

Each line ends with the natural charge from an NBO analysis.
Cartesian coordinates (Å):
1 C -0.217 0.084 0.812  0.679
2 C 0.894 -1.074 -1.135  -0.257
3 N -0.618 1.046 0.013  -0.840
4 N -0.408 0.067 2.096  -0.607
5 O 0.519 -0.969 0.294  -0.504
6 Br -1.229 1.454 3.043  0.149
7 H 1.647 -0.168 -1.250  0.189
8 H 1.437 -1.966 -1.347  0.211
9 H 0.041 -1.103 -1.774  0.184
10 H -1.491 1.445 0.216  0.397
11 H -0.574 1.185 -0.967  0.400


Formula: C2H5BrO
Source: OMol25
Level of theory: ωB97M-V with the def2-TZVPD basis set

Computed properties:
- M: 124.96 g mol⁻¹
- Kohn-Sham gap (spin up / spin down): 10.3 / 7.3 eV
- Energy above the lowest of the compared OMol25 structures with the same formula, charge and spin: 447.1 kJ/mol
- Lowest unoccupied orbital energy (spin up / spin down): 0.0101 / -0.0123 Ha
- Highest occupied orbital energy (spin up / spin down): -10.06 / -7.64 eV

Each line ends with the natural charge from an NBO analysis.
Cartesian coordinates (Å):
1 C -0.560 -0.224 -0.807  -0.688
2 C 0.294 0.173 0.355  0.201
3 O -0.584 0.688 1.191  -0.684
4 Br 1.898 1.007 0.008  0.052
5 H -0.169 -0.972 -1.543  0.229
6 H -1.475 -0.458 -0.475  0.225
7 H -0.769 0.622 -1.554  0.212
8 H 1.660 -1.989 0.859  -0.045
9 H -0.294 1.153 1.965  0.498


Formula: C2H5BrO
Source: OMol25
Level of theory: ωB97M-V with the def2-TZVPD basis set

Computed properties:
- M: 124.96 g mol⁻¹
- Kohn-Sham gap: 9.2 eV
- Energy above the lowest of the compared OMol25 structures with the same formula, charge and spin: 364.4 kJ/mol
- Lowest unoccupied orbital energy: 0.0131 Ha
- Highest occupied orbital energy: -8.83 eV

Each line ends with the natural charge from an NBO analysis.
Cartesian coordinates (Å):
1 C -0.298 -0.140 -0.854  -0.280
2 C -0.715 0.324 1.318  -0.030
3 O -1.243 0.007 0.137  -0.547
4 Br -1.987 0.594 2.705  0.100
5 H -0.246 -1.221 -1.203  0.200
6 H 0.623 0.363 -0.504  0.208
7 H -0.770 0.359 -1.796  0.204
8 H -0.005 1.943 0.780  -0.059
9 H 0.296 -0.148 1.572  0.205


Formula: C2H5BrOPd
Source: OMol25
Level of theory: ωB97M-V with the def2-TZVPD basis set

Computed properties:
- M: 231.39 g mol⁻¹
- Kohn-Sham gap (spin up / spin down): 9.1 / 6.1 eV
- Energy above the lowest of the compared OMol25 structures with the same formula, charge and spin: 0.0 kJ/mol
- Lowest unoccupied orbital energy (spin up / spin down): -0.0145 / -0.1151 Ha
- Multiplicity: 3
- Highest occupied orbital energy (spin up / spin down): -9.45 / -9.24 eV

Each line ends with the natural charge from an NBO analysis.
Cartesian coordinates (Å):
1 Pd 0.973 -0.955 1.980  0.806
2 Br 2.471 1.141 2.221  -0.658
3 C 0.036 0.584 -0.628  -0.665
4 C -0.872 -0.597 -0.359  -0.120
5 O -0.409 -1.592 0.504  -0.462
6 H -0.483 1.250 -1.326  0.226
7 H 0.828 0.336 -1.345  0.223
8 H 0.408 1.083 0.261  0.240
9 H -1.122 -1.023 -1.339  0.193
10 H -1.830 -0.227 0.032  0.218


Formula: C2H5BrS3
Source: OMol25
Level of theory: ωB97M-V with the def2-TZVPD basis set

Computed properties:
- M: 205.17 g mol⁻¹
- Kohn-Sham gap: 7.9 eV
- Energy above the lowest of the compared OMol25 structures with the same formula, charge and spin: 8.2 kJ/mol
- Lowest unoccupied orbital energy: -0.0153 Ha
- Highest occupied orbital energy: -8.37 eV

Each line ends with the natural charge from an NBO analysis.
Cartesian coordinates (Å):
1 C -0.715 -0.406 -1.028  -0.707
2 C 0.431 0.436 1.312  -0.521
3 S -2.338 0.172 -0.557  0.009
4 S 0.243 -0.988 0.364  0.396
5 S 2.620 1.508 0.725  -0.200
6 Br 3.056 -0.106 -0.606  -0.066
7 H -0.929 -1.320 -1.564  0.249
8 H -0.093 0.396 -1.442  0.256
9 H 0.687 0.166 2.362  0.245
10 H -0.220 1.239 1.128  0.217
11 H -2.743 -1.097 -0.692  0.122


Formula: C2H5BrSi
Source: OMol25
Level of theory: ωB97M-V with the def2-TZVPD basis set

Computed properties:
- M: 137.05 g mol⁻¹
- Kohn-Sham gap: 10.6 eV
- Energy above the lowest of the compared OMol25 structures with the same formula, charge and spin: 97.3 kJ/mol
- Lowest unoccupied orbital energy: 0.0302 Ha
- SMILES: C=C[SiH2]Br
- Highest occupied orbital energy: -9.80 eV

Each line ends with the natural charge from an NBO analysis.
Cartesian coordinates (Å):
1 C -1.524 0.197 -0.267  -0.406
2 C -0.311 0.068 -0.718  -0.499
3 Si 1.170 -0.601 0.600  0.972
4 Br 2.570 1.030 0.166  -0.329
5 H -2.153 0.765 -0.889  0.187
6 H -1.890 0.088 0.788  0.193
7 H -0.124 0.335 -1.709  0.199
8 H 1.746 -1.792 0.290  -0.165
9 H 0.516 -0.091 1.739  -0.151


Formula: C2H5Cl2Hg2O
Source: OMol25
Level of theory: ωB97M-V with the def2-TZVPD basis set

Computed properties:
- Charge: +4
- M: 517.15 g mol⁻¹
- Kohn-Sham gap (spin up / spin down): 2.7 / 2.5 eV
- Lowest unoccupied orbital energy (spin up / spin down): -0.7767 / -0.7767 Ha
- Multiplicity: 2
- Highest occupied orbital energy (spin up / spin down): -23.82 / -23.64 eV

Each line ends with the natural charge from an NBO analysis.
Cartesian coordinates (Å):
1 Hg 2.137 1.458 3.485  1.704
2 Hg 2.079 -2.532 3.320  1.757
3 C 0.157 -0.301 1.362  -0.284
4 O 1.260 -0.487 2.229  -0.890
5 H 0.481 -0.110 0.339  0.219
6 H -0.498 -1.172 1.390  0.257
7 H -0.374 0.596 1.680  0.234
8 C -1.096 0.584 -2.634  -0.450
9 Cl -0.991 -1.171 -2.876  0.286
10 Cl -0.718 1.455 -4.165  0.658
11 H -2.085 0.830 -2.249  0.283
12 H -0.352 0.849 -1.882  0.225